# 1
The following is a DFT calculation (ωB97M-V with the def2-TZVPD basis set) of a cluster of 2 separate species, C4H8O2 in total.

Atoms and positions in Å:
C  1.2757  -0.5485  -1.0261
O  0.1472  -1.1659  -1.1567
C  -0.8171  -1.3742  -0.2986
C  -0.7718  -0.7754  1.0632
C  -1.1697  0.6668  0.8331
O  -0.3714  1.5690  0.7050
H  1.5330  -0.0513  -0.1016
H  2.0295  2.8832  -0.7860
H  1.9138  -0.6139  -1.8952
H  -1.6837  -1.8518  -0.7326
H  0.2311  -0.8329  1.5162
H  -1.4976  -1.2773  1.7090
H  -2.2583  0.8253  0.6538
H  1.4393  2.5470  -0.4835

The value obtained for the calculated total energy is -8367.939 eV. The calculation puts the molar mass at 88.106 g mol⁻¹. The total charge is 0. The energy above the lowest of the compared OMol25 structures with the same formula, charge and spin comes out at 5.3432 eV. The value obtained for the highest occupied orbital energy (spin up / spin down) is -7.477 / -7.545 eV.



# 2
The following is a DFT calculation (ωB97M-V with the def2-TZVPD basis set) of an isolated molecule of C4H8O2 in a non-equilibrium geometry.

Atoms and positions in Å:
C  1.4551  0.3885  -0.0179
C  0.2223  -0.3943  -0.2409
C  -1.0603  0.4578  -0.0285
C  -2.2728  -0.4371  0.1638
H  3.3389  -0.1552  0.0434
H  1.5827  1.2042  -0.7487
H  1.4254  0.8590  0.9831
H  0.1868  -1.0863  0.5998
H  0.2254  -0.9130  -1.1745
H  -1.1681  1.2111  -0.8053
H  -0.9703  1.0729  0.9159
H  -2.0374  -1.4207  0.6914
O  2.4813  -0.6015  -0.1213
O  -3.4091  -0.1853  -0.2603

The value obtained for the calculated total energy is -8371.759 eV. The calculation puts the molar mass at 88.106 g mol⁻¹. The total charge is 0. The energy above the lowest of the compared OMol25 structures with the same formula, charge and spin comes out at 1.5230 eV. The value obtained for the highest occupied orbital energy is -9.937 eV. As for the SMILES: O=CCCCO.



# 3
The following is a DFT calculation (ωB97M-V with the def2-TZVPD basis set) of a cluster of 2 separate species, C4H8O2 in total.

Atoms and positions in Å:
C  -1.8268  -0.2683  0.5200
C  -0.2203  -0.9655  -0.7608
O  0.0793  0.1475  -1.4471
C  0.9880  0.9318  -0.6606
C  1.5082  -0.0660  0.3845
O  0.7379  -1.2522  0.1333
H  -2.1834  -1.0027  1.2482
H  -2.6511  0.2021  -0.0236
H  -1.2212  0.4904  1.0218
H  -1.3104  -1.2457  -0.5522
H  1.7628  1.3164  -1.3266
H  0.4429  1.7671  -0.2085
H  1.3302  0.2638  1.4125
H  2.5637  -0.3187  0.2591

The value obtained for the calculated total energy is -8368.413 eV. The calculation puts the molar mass at 88.106 g mol⁻¹. The total charge is 0. The energy above the lowest of the compared OMol25 structures with the same formula, charge and spin comes out at 4.8684 eV. The value obtained for the highest occupied orbital energy is -7.488 eV.



# 4
The following is a DFT calculation (ωB97M-V with the def2-TZVPD basis set) of a structure of composition C4H8O2.

Atoms and positions in Å:
O  -2.0005  -1.1555  0.4408
C  -1.0143  -0.5074  -0.2265
C  0.2246  -0.2702  0.4130
C  1.6521  -0.5508  -0.1939
O  2.1038  0.7780  -0.0666
C  0.7288  1.1459  0.0704
H  -2.8316  -1.0817  -0.0449
H  -1.3854  1.3473  0.4258
H  -1.1165  -0.4163  -1.3059
H  0.1892  -0.4710  1.4853
H  2.2401  -1.2515  0.4050
H  1.5982  -0.8763  -1.2386
H  -0.7246  1.7521  0.7157
H  0.3360  1.5574  -0.8796

The value obtained for the calculated total energy is -8366.295 eV. The calculation puts the molar mass at 88.106 g mol⁻¹. The total charge is 0. The energy above the lowest of the compared OMol25 structures with the same formula, charge and spin comes out at 6.9867 eV. The value obtained for the highest occupied orbital energy (spin up / spin down) is -7.737 / -7.360 eV.



# 5
The following is a DFT calculation (ωB97M-V with the def2-TZVPD basis set) of an isolated molecule of C4H8O2.

Atoms and positions in Å:
O  -0.0918  -1.2577  -0.4742
C  0.2964  0.1129  -0.7280
C  -1.0572  0.6365  -0.2253
C  -1.3447  -0.8320  0.1007
O  1.3367  -0.0439  1.4328
C  1.5075  0.4578  0.1275
H  1.0960  -0.9749  1.3011
H  0.5039  0.2782  -1.7929
H  -1.6941  1.0678  -1.0007
H  -1.0002  1.3100  0.6328
H  -2.1974  -1.2906  -0.4117
H  -1.3930  -1.0631  1.1717
H  1.6175  1.5452  0.2048
H  2.4205  0.0538  -0.3386

The value obtained for the calculated total energy is -8371.389 eV. The calculation puts the molar mass at 88.106 g mol⁻¹. The total charge is 0. The energy above the lowest of the compared OMol25 structures with the same formula, charge and spin comes out at 1.8929 eV. The value obtained for the highest occupied orbital energy is -9.858 eV. As for the SMILES: OC[C@@H]1CCO1.



# 6
The following is a DFT calculation (ωB97M-V with the def2-TZVPD basis set) of an isolated molecule of C4H8O2S in a non-equilibrium geometry.

Atoms and positions in Å:
C  0.1808  1.1540  -1.0076
C  -0.0764  0.0248  0.0364
C  0.2630  0.1427  1.5587
C  -1.4471  -0.8228  -0.1298
O  2.6209  -0.1383  -0.2815
O  1.1020  -1.0790  -2.1280
S  1.3087  -0.2359  -0.9473
H  -0.1515  1.3547  -2.0191
H  0.5077  2.0912  -0.5947
H  1.1835  0.8136  1.7560
H  0.3662  -0.8923  2.0308
H  -0.6571  0.5609  2.0599
H  -1.3668  -1.7757  0.4528
H  -1.5302  -0.9644  -1.1974
H  -2.3037  -0.2334  0.4109

The value obtained for the calculated total energy is -19205.122 eV. The calculation puts the molar mass at 120.173 g mol⁻¹. The total charge is 0. The energy above the lowest of the compared OMol25 structures with the same formula, charge and spin comes out at 3.2764 eV. The value obtained for the highest occupied orbital energy is -9.850 eV. As for the SMILES: CC1(C)CS1(=O)=O.



# 7
The following is a DFT calculation (ωB97M-V with the def2-TZVPD basis set) of an isolated molecule of C4H8O2S in a non-equilibrium geometry.

Atoms and positions in Å:
C  -1.8614  -0.8823  -0.1588
C  -0.8851  -0.7067  1.0282
C  0.4753  -0.1372  0.6715
C  1.2585  -0.8123  -0.4317
H  -1.3272  0.6938  -1.1328
H  -1.4342  -1.6425  -0.7969
H  -2.8027  -1.2534  0.3444
H  -0.7608  -1.6526  1.5690
H  -1.2556  0.0285  1.7563
H  1.1791  -0.1913  1.6103
H  1.7315  1.6050  -0.2960
H  0.6087  -0.9431  -1.3364
O  -2.1004  0.2956  -0.8015
O  2.4211  -1.1513  -0.4083
S  0.4732  1.5896  0.0816

The value obtained for the calculated total energy is -19206.782 eV. The calculation puts the molar mass at 120.173 g mol⁻¹. The total charge is 0. The energy above the lowest of the compared OMol25 structures with the same formula, charge and spin comes out at 1.6157 eV. The value obtained for the highest occupied orbital energy is -9.695 eV. As for the SMILES: O=C[C@@H](S)CCO.



# 8
The following is a DFT calculation (ωB97M-V with the def2-TZVPD basis set) of an isolated molecule of C4H8O2S2 in a non-equilibrium geometry.

Atoms and positions in Å:
C  0.1186  -0.4253  0.2882
C  0.3819  -2.9766  0.4755
C  -0.9352  0.7256  0.1528
C  -0.3070  2.0294  -0.4463
O  -2.2039  -1.3080  0.0756
O  -1.4567  -0.4740  -2.1491
S  -0.6529  -1.8695  1.0297
S  -2.1925  -0.1124  -0.9156
H  0.3413  -0.7330  -0.6747
H  1.0248  -0.1324  1.0244
H  0.8454  -2.8958  -0.4068
H  0.1418  -3.9740  0.8918
H  -1.6230  0.8207  1.0726
H  -0.9748  2.4904  -1.0857
H  0.5325  1.6466  -1.0541
H  0.1481  2.5161  0.2986

The value obtained for the calculated total energy is -30039.644 eV. The calculation puts the molar mass at 152.240 g mol⁻¹. The total charge is 0. The energy above the lowest of the compared OMol25 structures with the same formula, charge and spin comes out at 4.1472 eV. The value obtained for the highest occupied orbital energy is -8.567 eV.



# 9
The following is a DFT calculation (ωB97M-V with the def2-TZVPD basis set) of an isolated molecule of C4H8O2S2 in a non-equilibrium geometry.

Atoms and positions in Å:
C  0.5396  2.5779  0.2920
C  -0.7563  -0.1228  0.0757
C  0.6300  -0.7072  0.5475
C  1.5228  -0.5837  -0.5803
H  0.4672  3.5840  -0.2362
H  1.4657  1.7420  -0.0111
H  0.7099  2.4841  1.4175
H  1.0194  -0.2770  1.4630
H  -0.2221  -2.4021  0.0894
H  1.2393  -1.5641  -0.9798
H  1.1987  0.0449  -1.4202
H  3.2903  -0.9390  -1.1004
O  0.2588  -1.9802  1.1092
O  2.8706  -0.2191  -0.3752
S  -1.0191  1.6355  0.0025
S  -1.8447  -1.1396  -0.4465

The value obtained for the calculated total energy is -30038.918 eV. The calculation puts the molar mass at 152.240 g mol⁻¹. The total charge is 0. The energy above the lowest of the compared OMol25 structures with the same formula, charge and spin comes out at 4.8735 eV. The value obtained for the highest occupied orbital energy is -8.967 eV. As for the SMILES: CSC(=S)[C@@H](O)CO.



# 10
The following is a DFT calculation (ωB97M-V with the def2-TZVPD basis set) of an isolated molecule of C4H8O2S2 in a non-equilibrium geometry.

Atoms and positions in Å:
C  0.8134  1.1840  -0.5093
C  -0.5095  1.3884  0.2519
C  -0.7281  -1.2878  -0.6889
C  0.4581  -1.2899  0.2767
H  1.4146  2.0740  -0.4224
H  0.6033  1.2900  -1.6151
H  -1.0192  2.3668  0.0783
H  -0.4927  1.3293  1.3297
H  -1.4628  -2.1903  -0.6720
H  -0.4303  -1.0836  -1.7308
H  0.2165  -0.9603  1.3001
H  1.0353  -2.3214  0.4884
O  2.6049  -0.0910  1.1200
O  -2.4925  -0.2089  1.1462
S  1.8012  -0.2321  -0.1966
S  -1.8121  0.0327  -0.1563

The value obtained for the calculated total energy is -30040.573 eV. The calculation puts the molar mass at 152.240 g mol⁻¹. The total charge is 0. The energy above the lowest of the compared OMol25 structures with the same formula, charge and spin comes out at 3.2189 eV. The value obtained for the highest occupied orbital energy is -9.199 eV.